[1]
{
  "formula": "C7H15O2PSi",
  "method": "wB97M-V/def2-TZVPD",
  "relative_energy_kj_mol": 595.7,
  "charge": 0,
  "species": ["C", "C", "C", "C", "C", "C", "C", "O", "O", "Si", "P", "H", "H", "H", "H", "H", "H", "H", "H", "H", "H", "H", "H", "H", "H", "H"],
  "xyz": [[-2.175, -5.059, 0.018], [-1.200, -0.764, 2.392], [-0.872, -4.855, -0.055], [-1.413, -1.968, 1.861], [1.727, 4.166, -1.488], [-0.590, 1.741, -1.324], [1.709, 1.857, 0.644], [-0.409, -1.180, -0.578], [-0.340, -3.578, -0.041], [0.875, 2.627, -0.835], [-1.348, -2.164, 0.053], [-2.554, -6.006, 0.086], [-2.916, -4.380, 0.084], [-1.075, -0.442, 3.456], [-0.798, 0.032, 1.817], [-0.204, -5.650, -0.279], [-1.672, -2.853, 2.441], [1.273, 5.145, -1.670], [2.359, 4.365, -0.678], [2.409, 4.138, -2.332], [-0.628, 1.416, -2.368], [-0.813, 0.740, -0.858], [-1.547, 2.222, -1.038], [1.522, 2.323, 1.503], [1.190, 0.830, 0.607], [2.776, 1.651, 0.499]],
  "lowdin_charge": [-0.04, -0.12, -0.27, -0.32, -0.16, -0.20, -0.14, -0.54, -0.33, 0.96, 0.61, 0.01, -0.02, 0.05, -0.02, 0.09, 0.06, 0.05, 0.00, 0.05, 0.06, 0.02, 0.07, -0.01, 0.07, 0.06]
}

---

[2]
{
  "formula": "C7H15O2Si",
  "method": "wB97M-V/def2-TZVPD",
  "relative_energy_kj_mol": 0.0,
  "charge": -1,
  "species": ["C", "C", "C", "C", "C", "C", "C", "O", "O", "Si", "H", "H", "H", "H", "H", "H", "H", "H", "H", "H", "H", "H", "H", "H", "H"],
  "xyz": [[0.896, 2.423, -3.286], [0.236, -0.439, 2.473], [-0.152, 1.236, 0.691], [-1.970, -0.303, 1.377], [1.931, -1.159, -0.430], [-0.707, -1.040, -1.785], [-0.468, -0.187, 1.144], [-0.186, 2.597, -3.670], [1.992, 2.296, -2.932], [0.078, -1.576, -0.113], [1.316, -0.338, 2.364], [-0.092, 0.265, 3.247], [0.031, -1.451, 2.818], [-0.698, 1.483, -0.220], [0.914, 1.353, 0.494], [-0.434, 1.974, 1.454], [-2.327, 0.440, 2.099], [-2.514, -0.158, 0.444], [-2.212, -1.295, 1.754], [2.391, -1.950, -1.026], [2.090, -0.220, -0.966], [2.491, -1.111, 0.503], [-0.546, 0.011, -2.043], [-0.279, -1.632, -2.597], [-1.782, -1.220, -1.796]],
  "lowdin_charge": [-0.42, -0.16, -0.13, -0.16, -0.32, -0.32, -0.75, 0.19, 0.20, 0.45, 0.05, 0.07, 0.05, 0.06, 0.06, 0.06, 0.07, 0.06, 0.05, -0.02, -0.01, -0.01, -0.02, -0.01, -0.01]
}

---

[3]
{
  "formula": "C7H15O3",
  "method": "wB97M-V/def2-TZVPD",
  "relative_energy_kj_mol": 53.5,
  "charge": -1,
  "species": ["C", "O", "C", "C", "C", "C", "C", "C", "H", "H", "H", "H", "H", "H", "H", "H", "H", "H", "H", "H", "H", "O", "H", "H", "O"],
  "xyz": [[1.638, 0.702, -1.809], [2.638, -0.147, -1.463], [0.303, 0.017, -1.749], [-0.196, -0.212, -0.202], [-1.603, -0.465, -0.199], [-2.178, -1.690, -0.532], [-2.076, 1.270, 1.613], [-2.444, 0.656, 0.454], [1.682, 1.560, -1.250], [1.766, 0.956, -2.768], [-0.387, 0.582, -2.508], [0.481, -0.907, -2.336], [0.079, 0.674, 0.345], [0.330, -0.994, 0.362], [-1.546, -2.461, -0.884], [-3.158, -1.766, -0.426], [-2.656, 2.065, 1.884], [-1.280, 0.844, 2.216], [-3.086, 1.006, -0.242], [2.784, -0.098, -0.141], [3.424, -0.774, 1.086], [2.852, -0.110, 1.080], [1.449, -0.174, 1.947], [0.663, -0.329, 3.205], [0.519, -0.204, 2.317]],
  "lowdin_charge": [-0.47, -0.25, -0.14, -0.18, -0.30, 0.06, 0.04, -0.09, 0.08, 0.05, 0.12, 0.10, 0.09, 0.11, 0.04, -0.02, 0.01, 0.04, 0.05, 0.06, -0.09, -0.20, 0.01, -0.02, -0.10]
}

---

[4]
{
  "formula": "C7H15O4Pt",
  "method": "wB97M-V/def2-TZVPD",
  "s2": 2.060,
  "multiplicity": 3,
  "charge": 1,
  "species": ["C", "O", "C", "C", "O", "C", "H", "H", "H", "H", "H", "H", "H", "H", "H", "O", "C", "C", "O", "C", "Pt", "H", "H", "H", "H", "H", "H"],
  "xyz": [[1.053, 2.175, 0.188], [0.424, 1.430, -0.887], [-0.950, 1.318, -0.748], [-1.523, 0.335, -1.739], [-0.987, -0.996, -1.564], [0.046, -1.354, -2.501], [2.132, 2.188, -0.059], [0.723, 3.233, 0.101], [-1.457, 2.289, -0.915], [-1.230, 1.013, 0.283], [-1.316, 0.645, -2.770], [-2.609, 0.252, -1.603], [0.396, -2.360, -2.239], [-0.384, -1.376, -3.510], [0.857, -0.622, -2.429], [-0.110, -1.415, 1.111], [-0.361, -0.958, 2.474], [0.725, 0.133, 2.602], [1.784, -0.693, 2.040], [1.290, -1.056, 0.817], [-1.216, -1.815, -0.065], [-0.302, -1.856, 3.103], [-1.377, -0.552, 2.550], [1.251, 1.271, 2.114], [1.769, -1.950, 0.402], [1.277, -0.176, 0.148], [0.094, 0.898, 3.094]],
  "lowdin_spin": [0.58, 0.14, 0.01, 0.01, 0.12, 0.01, 0.03, 0.04, 0.00, 0.00, 0.00, 0.00, 0.00, 0.00, 0.00, 0.12, 0.04, 0.23, 0.00, 0.01, 0.69, 0.01, 0.01, -0.05, 0.00, 0.00, -0.02]
}

---

[5]
{
  "formula": "C7H15PS",
  "method": "wB97M-V/def2-TZVPD",
  "s2": 2.006,
  "multiplicity": 3,
  "charge": 0,
  "species": ["C", "C", "C", "C", "C", "C", "C", "P", "S", "H", "H", "H", "H", "H", "H", "H", "H", "H", "H", "H", "H", "H", "H", "H"],
  "xyz": [[1.510, 0.425, 0.509], [0.847, -0.843, 1.155], [0.342, 0.989, -0.383], [0.183, -1.652, -0.007], [0.836, 1.844, -1.500], [1.343, -2.371, -0.825], [-3.438, 1.066, 1.035], [-0.649, -0.442, -1.060], [-3.454, -0.615, 0.345], [1.748, 1.355, 1.172], [2.254, 0.085, -0.118], [1.680, -1.433, 1.618], [0.325, -0.458, 2.094], [-0.335, 1.635, 0.257], [-0.574, -2.293, 0.263], [0.079, 2.291, -2.089], [1.507, 1.328, -2.149], [1.341, 2.659, -0.965], [2.057, -1.596, -0.920], [0.987, -2.857, -1.766], [1.593, -3.254, -0.096], [-4.071, 1.125, 1.937], [-3.800, 1.788, 0.264], [-2.312, 1.223, 1.228]],
  "lowdin_spin": [0.01, 0.01, 0.09, 0.08, 0.03, 0.05, 0.09, 0.67, 0.89, 0.00, 0.00, 0.00, 0.00, 0.02, 0.01, 0.00, 0.00, 0.00, 0.00, 0.00, 0.01, 0.02, 0.02, 0.00]
}

---

[6]
{
  "formula": "C7H16AgO5Si",
  "method": "wB97M-V/def2-TZVPD",
  "relative_energy_kj_mol": 66.7,
  "s2": 0.754,
  "multiplicity": 2,
  "charge": 2,
  "species": ["C", "C", "O", "C", "C", "Si", "C", "O", "O", "C", "C", "O", "O", "H", "H", "H", "H", "H", "H", "H", "H", "H", "H", "H", "H", "H", "H", "H", "H", "Ag"],
  "xyz": [[3.761, -0.539, 0.360], [2.529, -0.799, 1.188], [1.607, -1.737, 0.615], [1.299, -1.550, -0.705], [0.687, -0.140, -0.998], [-0.838, 0.227, 0.082], [-2.255, -1.076, -0.250], [-3.531, -0.434, -0.057], [-4.423, -1.297, 0.399], [-1.416, 1.958, -0.382], [-1.260, 2.881, 0.812], [-0.278, 3.571, 0.983], [-2.267, 2.800, 1.724], [4.572, -0.187, 0.971], [3.622, 0.193, -0.428], [4.086, -1.454, -0.115], [2.848, -1.248, 2.112], [2.030, 0.119, 1.474], [2.135, -1.809, -1.372], [0.520, -2.270, -0.935], [1.400, 0.671, -0.953], [0.272, -0.146, -2.089], [-0.472, 0.141, 1.499], [-2.232, -1.491, -1.254], [-2.190, -1.888, 0.462], [-5.148, -0.739, 0.765], [-0.765, 2.352, -1.147], [-2.418, 1.982, -0.790], [-3.093, 2.717, 1.249], [1.217, -0.806, -3.219]],
  "lowdin_spin": [0.00, 0.00, 0.00, 0.00, 0.00, 0.02, 0.06, 0.50, 0.37, 0.00, 0.00, 0.00, 0.00, 0.00, 0.00, 0.00, 0.00, 0.00, 0.00, 0.00, 0.00, 0.00, 0.00, 0.03, 0.00, 0.00, 0.00, 0.00, 0.00, 0.00]
}

---

[7]
{
  "formula": "C7H16AlClFLiMgN4O9PS2",
  "method": "wB97M-V/def2-TZVPD",
  "relative_energy_kj_mol": 0.0,
  "charge": 3,
  "species": ["O", "N", "S", "C", "N", "C", "Cl", "N", "N", "H", "H", "H", "H", "F", "C", "S", "O", "C", "H", "H", "H", "H", "H", "H", "C", "O", "C", "O", "O", "C", "H", "H", "H", "H", "H", "H", "O", "P", "O", "O", "O", "Li", "Mg", "Al"],
  "xyz": [[2.035, 0.296, -1.110], [1.322, 1.509, -0.997], [2.151, 2.955, -0.734], [0.004, 1.430, -1.173], [-0.868, 2.483, -1.283], [-1.996, 1.893, -1.481], [-3.489, 2.733, -1.754], [-1.954, 0.563, -1.448], [-0.644, 0.274, -1.233], [2.824, 0.588, -1.599], [1.655, 3.313, 0.461], [-2.689, -0.122, -1.542], [-0.196, -0.692, -1.052], [0.476, -1.019, 0.301], [-3.749, 2.675, 2.227], [-4.463, 1.117, 1.890], [-4.749, 1.418, 0.415], [-6.018, 1.264, 2.739], [-2.801, 2.770, 1.695], [-4.548, 3.286, 1.758], [-3.604, 2.963, 3.269], [-6.530, 2.177, 2.419], [-5.841, 1.277, 3.816], [-6.619, 0.394, 2.477], [1.706, -6.854, 2.186], [2.652, -5.799, 2.262], [2.563, -4.906, 1.227], [1.776, -5.017, 0.333], [3.505, -4.013, 1.403], [3.659, -3.033, 0.355], [1.968, -7.473, 3.053], [0.681, -6.498, 2.273], [1.820, -7.465, 1.294], [2.757, -2.436, 0.219], [3.918, -3.547, -0.569], [4.485, -2.398, 0.654], [3.991, 3.634, -4.511], [3.314, 5.025, -4.329], [3.532, 5.946, -5.514], [3.919, 5.768, -3.166], [1.821, 4.887, -4.187], [2.797, -7.391, 4.712], [-5.001, 3.567, 0.023], [4.427, 2.464, -5.781]],
  "lowdin_charge": [-0.02, -0.47, 0.94, -0.36, 0.19, -0.71, 0.84, 0.13, 0.14, 0.11, -0.11, 0.19, 0.14, -0.54, -0.22, 0.99, -0.65, -0.19, 0.09, -0.02, 0.12, 0.07, 0.10, 0.09, -0.05, -0.04, -0.60, 0.16, 0.02, 0.00, 0.03, 0.11, 0.12, 0.08, 0.10, 0.10, -0.53, -0.05, 0.01, -0.03, -0.10, 0.93, 1.18, 0.69]
}

---

[8]
{
  "formula": "C7H16B2",
  "method": "wB97M-V/def2-TZVPD",
  "relative_energy_kj_mol": 46.6,
  "charge": 0,
  "smiles": "C=C(C)B(C)CB(C)C",
  "species": ["C", "C", "C", "B", "C", "C", "B", "C", "C", "H", "H", "H", "H", "H", "H", "H", "H", "H", "H", "H", "H", "H", "H", "H", "H"],
  "xyz": [[-1.932, -0.809, -2.415], [-1.800, -0.648, -1.077], [-2.471, -1.720, -0.199], [-0.914, 0.213, -0.071], [-0.575, 1.690, -0.580], [0.041, -0.113, 1.255], [1.643, 0.320, 1.034], [2.274, 1.551, 1.886], [2.358, -0.675, -0.053], [-1.184, -0.418, -3.076], [-2.712, -1.403, -2.860], [-3.269, -2.191, -0.913], [-2.983, -1.297, 0.609], [-1.763, -2.534, 0.079], [0.108, 2.269, -0.069], [-1.382, 2.366, -0.881], [0.012, 1.490, -1.430], [-0.095, -1.135, 1.368], [-0.319, 0.517, 2.052], [2.689, 1.152, 2.839], [1.486, 2.332, 1.883], [3.104, 1.904, 1.460], [3.481, -0.919, 0.184], [2.227, -0.251, -1.023], [1.975, -1.692, -0.004]],
  "lowdin_charge": [0.05, -0.24, -0.09, -0.25, -0.03, -0.05, -0.25, -0.03, -0.04, 0.05, 0.05, 0.10, 0.04, 0.09, 0.01, 0.07, 0.06, 0.04, 0.08, 0.09, 0.07, -0.01, 0.09, 0.04, 0.04]
}

---

[9]
{
  "formula": "C7H16BF4N12ORuS",
  "method": "wB97M-V/def2-TZVPD",
  "relative_energy_kj_mol": 77.6,
  "charge": 1,
  "species": ["Ru", "N", "N", "C", "N", "S", "H", "H", "H", "H", "H", "N", "C", "N", "N", "N", "N", "C", "N", "N", "N", "N", "H", "F", "B", "F", "F", "F", "C", "C", "O", "C", "C", "H", "H", "H", "H", "H", "H", "H", "H", "H", "H"],
  "xyz": [[-0.479, -0.641, 0.375], [0.132, -0.923, -1.623], [-0.584, -0.131, -2.550], [-1.702, 0.440, -2.172], [-2.415, 1.170, -3.005], [-2.246, 0.313, -0.502], [1.146, -0.673, -1.714], [0.000, -1.906, -1.878], [0.021, 0.266, -3.280], [-2.157, 1.271, -3.976], [-3.230, 1.667, -2.681], [-1.917, -2.663, 2.674], [-1.720, -1.368, 3.052], [-2.041, -0.865, 4.234], [-1.670, 0.402, 4.162], [-1.143, 0.676, 2.992], [-1.162, -0.437, 2.267], [-1.592, -3.176, 1.487], [-1.774, -4.433, 1.120], [-1.336, -4.491, -0.130], [-0.897, -3.345, -0.554], [-1.042, -2.453, 0.443], [-2.347, -3.288, 3.351], [1.632, 0.991, -3.204], [2.816, 0.958, -2.368], [2.666, -0.273, -1.588], [2.752, 2.019, -1.476], [3.939, 0.907, -3.113], [-0.108, 3.034, -0.680], [0.563, 2.499, 0.555], [0.791, 1.047, 0.472], [1.955, 0.660, 1.251], [1.882, -0.836, 1.494], [-0.017, 4.121, -0.664], [-1.172, 2.806, -0.712], [0.404, 2.678, -1.574], [0.001, 2.683, 1.472], [1.562, 2.923, 0.635], [1.936, 1.203, 2.196], [2.826, 0.941, 0.664], [1.364, -1.110, 2.410], [2.880, -1.276, 1.531], [1.484, -1.388, 0.605]],
  "lowdin_charge": [1.12, -0.02, 0.03, -0.69, 0.18, 0.82, 0.08, 0.10, 0.16, 0.15, 0.13, 0.24, -0.41, 0.09, 0.00, 0.00, -0.15, -0.36, 0.09, 0.02, -0.03, -0.15, 0.19, 0.06, -1.17, 0.05, 0.15, 0.21, -0.06, -0.20, -0.35, -0.20, -0.07, 0.10, 0.03, 0.07, 0.12, 0.13, 0.14, 0.13, 0.08, 0.12, 0.06]
}

---

no.,E (eV)
1,-28758.80840
2,-19475.84035
3,-13642.00438
4,-18916.45769
5,-27622.41470
6,-29608.45200
7,-90318.94301
8,-8868.92691
9,-52406.90710